(A)
Here is a gas-phase ion, C3H7N2O2 (charge +1) from the Open Molecules 2025 dataset. Energies are from the ωB97M-V functional and the def2-TZVPD basis.

Cartesian coordinates (Å):
C 0.5170 0.8471 1.2844
C 0.6704 -1.5023 1.2638
C -0.9569 0.7939 -2.2534
N -0.2804 -0.6317 -0.5920
N 1.0363 -0.1604 1.7887
O 0.7860 -1.3969 -0.1878
O -0.0057 -0.2084 -1.8227
H 0.6539 1.9281 1.4712
H 1.3121 -2.2928 1.5951
H -0.4016 -1.8595 1.5168
H -1.8816 0.2843 -2.4319
H -0.5383 1.2849 -3.1734
H -0.9096 1.7044 -1.4204
H 1.8867 -0.1509 2.4999

Values from the calculation:
- Net charge: +1
- Lowest unoccupied orbital energy (spin up / spin down): -6.10 / -5.28 eV
- Gap between HOMO and LUMO (spin up / spin down): 7.219 / 8.934 eV
- 2S+1: 1
- E_HOMO (spin up / spin down): -13.317 / -14.213 eV

natural (NBO) population analysis, charges in e, atoms 1 to 4: 0.188, 0.049, -0.288, 0.308

***

(B)
Here is 2 unconnected molecules or ions with the total composition C3H7N2O2 from the Open Molecules 2025 dataset. Energies are from the ωB97M-V functional and the def2-TZVPD basis.

Cartesian coordinates (Å):
C -3.3396 -0.0338 -0.0763
C 0.1171 0.1239 -0.0650
C 2.3608 0.6670 -0.4327
N -2.4873 -1.0017 -0.3795
N 0.2930 -0.5021 1.1385
O -3.7848 0.9326 0.4999
O 0.9087 0.9265 -0.6888
H -1.8864 -1.5292 -1.1776
H 2.8171 1.1761 0.4668
H 2.9060 1.0770 -1.2575
H 2.3582 -0.4484 -0.4589
H -0.8451 0.3162 -0.4814
H -0.4336 -1.1698 1.1141
H 1.0158 -0.5344 1.7984

Values from the calculation:
- Net charge: +1
- Lowest unoccupied orbital energy: -4.97 eV
- Gap between HOMO and LUMO: 9.756 eV
- 2S+1: 1
- E_HOMO: -14.730 eV

natural (NBO) population analysis, charges in e, atoms 1 to 4: 0.894, 0.553, -0.294, -0.924

***

Here is how they stack up, most stable first: (B), (A).

***

(A)
Here is 2 unconnected molecules or ions with the total composition C3H7N2O2 from the Open Molecules 2025 dataset. Energies are from the ωB97M-V functional and the def2-TZVPD basis.

Cartesian coordinates (Å):
C 0.7906 -0.8252 -0.3246
C -2.0185 0.0457 -0.2735
C 3.0060 0.2108 0.1275
N 1.6163 -0.1344 0.1765
N -2.7292 0.0263 0.8405
O -0.1157 -1.5181 -0.5341
O -1.2294 1.0120 -0.5950
H -2.0647 -0.7638 -0.9400
H 3.5392 -0.7553 0.4253
H 3.2282 0.5169 -0.8506
H 3.0691 1.0701 0.8350
H -3.3364 -0.8656 1.0754
H -2.8483 0.9163 1.5031
H -0.9073 1.0642 -1.4655

Values from the calculation:
- Net charge: +1
- Lowest unoccupied orbital energy: -4.07 eV
- Gap between HOMO and LUMO: 10.006 eV
- 2S+1: 1
- E_HOMO: -14.074 eV

natural (NBO) population analysis, charges in e, atoms 1 to 4: 0.830, 0.578, -0.412, -0.486

***

(B)
Here is a gas-phase ion, C3H7N2O2 (charge +1) from the Open Molecules 2025 dataset. Energies are from the ωB97M-V functional and the def2-TZVPD basis.

Cartesian coordinates (Å):
O -3.0601 -0.2388 -0.2498
N -1.8915 -0.4844 -0.4300
C -0.9483 -0.2130 0.6714
N 0.3362 -1.1120 0.2782
C 1.3565 -0.0812 -0.2693
C 0.4648 1.2010 -0.3909
O -0.4028 1.0221 0.6241
H -1.4788 -0.4075 1.7555
H -0.0362 -1.5572 -0.5546
H 0.7627 -1.4209 1.1040
H 1.6321 -0.4003 -1.2881
H 2.2738 0.2164 0.3065
H 0.8715 2.1905 -0.1648
H 0.1199 1.2852 -1.3921

Values from the calculation:
- Net charge: +1
- Lowest unoccupied orbital energy (spin up / spin down): -5.57 / -5.57 eV
- SMILES string: O=N[C@H]1[NH2+]CCO1
- Gap between HOMO and LUMO (spin up / spin down): 8.784 / 8.783 eV
- 2S+1: 1
- E_HOMO (spin up / spin down): -14.358 / -14.358 eV

natural (NBO) population analysis, charges in e, atoms 1 to 4: -0.126, 0.063, 0.300, -0.570

***

Here is how they stack up, most stable first: (A), (B).

***

(A)
Here is 2 unconnected molecules or ions with the total composition C3H7N2O2 from the Open Molecules 2025 dataset. Energies are from the ωB97M-V functional and the def2-TZVPD basis.

Cartesian coordinates (Å):
C -0.3141 0.6633 -1.2504
C 1.2184 -0.6773 1.0935
C 0.9976 -1.8520 1.6014
N 0.2027 1.7818 -1.6164
N -1.1328 0.5239 -0.1624
O 1.5646 0.3449 0.6174
O -1.4921 -0.6711 0.3624
H 0.0531 -0.1872 -1.7690
H -2.3578 -0.9071 0.0801
H 0.0215 -2.3056 1.5670
H 1.6154 -2.2116 2.3321
H 0.7768 1.6484 -2.3663
H 0.1226 2.6103 -1.1029
H -1.2760 1.2395 0.6134

Values from the calculation:
- Net charge: +1
- Lowest unoccupied orbital energy: -4.15 eV
- Gap between HOMO and LUMO: 8.726 eV
- 2S+1: 1
- E_HOMO: -12.874 eV

natural (NBO) population analysis, charges in e, atoms 1 to 4: 0.391, 0.710, -0.734, -0.651

***

(B)
Here is a gas-phase ion, C3H7N2O2 (charge +1) from the Open Molecules 2025 dataset. Energies are from the ωB97M-V functional and the def2-TZVPD basis.

Cartesian coordinates (Å):
N -1.6602 0.6623 -0.5159
C -0.5080 0.4056 0.5747
N 0.7823 0.9196 0.1043
C 1.6262 -0.1847 -0.1179
O 2.6896 -0.0885 -0.6190
C 0.8560 -1.4209 0.1344
O -0.3895 -0.9410 0.6902
H -2.5519 0.9078 -0.2385
H -1.6649 -0.3702 -0.8758
H -1.3919 1.4118 -1.1898
H -0.7992 0.9818 1.4823
H 0.9002 1.9300 0.1802
H 0.7718 -2.1369 -0.6030
H 1.3396 -2.0769 0.9940

Values from the calculation:
- Net charge: +1
- Lowest unoccupied orbital energy: -3.89 eV
- SMILES string: [NH3+][C@@H]1NC(=O)CO1
- Gap between HOMO and LUMO: 10.649 eV
- 2S+1: 1
- E_HOMO: -14.539 eV

natural (NBO) population analysis, charges in e, atoms 1 to 4: -0.748, 0.418, -0.666, 0.638

***

Here is how they stack up, most stable first: (B), (A).

***

(A)
Here is a gas-phase ion, C3H7N2O2 (charge +1) from the Open Molecules 2025 dataset. Energies are from the ωB97M-V functional and the def2-TZVPD basis.

Cartesian coordinates (Å):
N 0.1205 -1.6556 -1.0611
C -0.5312 -0.4609 -0.5302
O -0.6079 -0.6546 1.0436
N -0.8066 0.6905 1.4226
C 0.2179 1.5009 0.7755
C 0.4839 0.7142 -0.4875
O 1.2851 0.8662 -1.3475
H 0.8775 -1.4743 -1.8784
H -0.6480 -2.2947 -1.3374
H 0.7720 -1.9368 -0.3466
H -1.5653 -0.2538 -0.7708
H -0.8734 0.9551 2.4662
H 1.2451 1.4869 1.3759
H 0.0305 2.5170 0.6757

Values from the calculation:
- Net charge: +1
- Lowest unoccupied orbital energy: -4.10 eV
- SMILES string: [NH3+][C@H]1ONCC1=O
- Gap between HOMO and LUMO: 9.179 eV
- 2S+1: 1
- E_HOMO: -13.279 eV

natural (NBO) population analysis, charges in e, atoms 1 to 4: -0.719, 0.098, -0.373, -0.361

***

(B)
Here is a gas-phase ion, C3H7N2O2 (charge +1) from the Open Molecules 2025 dataset. Energies are from the ωB97M-V functional and the def2-TZVPD basis.

Cartesian coordinates (Å):
C -1.6745 0.2314 1.1856
C -1.1626 -0.1773 -0.1293
O -1.7015 -0.2823 -1.1716
C 0.4204 -0.2230 -0.2360
N 1.2364 -0.0273 0.8027
N 0.8438 -0.4073 -1.5320
O 2.0895 -0.3938 -1.9645
H -1.3696 1.1524 1.6304
H -1.2700 -0.2771 2.0940
H -2.7255 0.1418 1.2646
H 0.8439 0.3370 1.6486
H 2.2315 0.0593 0.7883
H -0.0696 -0.5524 -2.0695
H 2.3077 0.4187 -2.3114

Values from the calculation:
- Net charge: +1
- Lowest unoccupied orbital energy: -5.20 eV
- SMILES string: CC(=O)C(=[NH2+])NO
- Gap between HOMO and LUMO: 10.283 eV
- 2S+1: 1
- E_HOMO: -15.479 eV

natural (NBO) population analysis, charges in e, atoms 1 to 4: -0.776, 0.578, -0.438, 0.411

***

(C)
Here is a gas-phase ion, C3H7N2O2 (charge +1) from the Open Molecules 2025 dataset. Energies are from the ωB97M-V functional and the def2-TZVPD basis.

Cartesian coordinates (Å):
O -2.3583 0.4741 -0.1484
C -1.1729 -0.0010 0.0393
C -0.6576 -1.1634 0.0609
N 0.7430 -1.1160 0.2818
C 1.2556 0.1731 0.3966
O 2.0916 0.5845 -0.5497
N -0.0944 0.9839 0.3993
H -2.9846 0.0054 -0.7403
H -1.0733 -2.1701 -0.2472
H 1.2886 -1.6575 -0.3138
H 1.6010 0.4138 1.3932
H 1.7852 0.0779 -1.3666
H -0.2155 1.7089 -0.3183
H -0.2083 1.6864 1.1132

Values from the calculation:
- Net charge: +1
- Lowest unoccupied orbital energy: -3.44 eV
- SMILES string: OC1=CN[C@@H](O)[NH2+]1
- Gap between HOMO and LUMO: 9.880 eV
- 2S+1: 1
- E_HOMO: -13.317 eV

natural (NBO) population analysis, charges in e, atoms 1 to 4: -0.657, 0.381, -0.095, -0.620

***

Here is how they stack up, most stable first: (C), (B), (A).

***

(A)
Here is a molecular structure, CH4N2O3P from the Open Molecules 2025 dataset. Energies are from the ωB97M-V functional and the def2-TZVPD basis.

Cartesian coordinates (Å):
C -0.6216 1.0325 0.1890
N -0.0779 2.0641 0.4535
N 1.6112 -0.8250 -0.7212
O -3.0569 0.6818 -0.0404
O -2.0245 -0.8847 -1.4955
O -2.0375 -1.3232 1.0227
P -1.9143 -0.3586 -0.1132
H 2.4606 -1.2125 -1.3095
H -3.4883 0.1219 -0.7475
H 0.8258 -1.3301 -0.4910
H 2.0641 -0.2796 -0.0299

Values from the calculation:
- Net charge: -1
- Lowest unoccupied orbital energy: 4.17 eV
- Gap between HOMO and LUMO: 9.794 eV
- 2S+1: 1
- E_HOMO: -5.623 eV

natural (NBO) population analysis, charges in e, atoms 1 to 4: -0.073, -0.429, -1.103, -0.999

***

(B)
Here is a gas-phase ion, CH4N2O3P (charge -1) from the Open Molecules 2025 dataset. Energies are from the ωB97M-V functional and the def2-TZVPD basis.

Cartesian coordinates (Å):
N -1.4200 0.8479 0.8947
C -0.5162 0.0452 0.4266
O -0.4997 -1.3051 1.2604
P 0.6444 0.8135 -0.7901
N 2.1691 0.6685 0.0244
O 0.1437 2.1986 -0.9068
O 0.7316 -0.0668 -1.9954
H -2.0361 0.2756 1.4834
H -1.6328 1.7268 0.4954
H 1.9091 0.8413 0.9979
H 2.0932 -0.3657 0.1226

Values from the calculation:
- Net charge: -1
- Lowest unoccupied orbital energy: 4.05 eV
- SMILES string: NC(=O)[P@](N)(=O)[O-]
- Gap between HOMO and LUMO: 9.225 eV
- 2S+1: 1
- E_HOMO: -5.172 eV

natural (NBO) population analysis, charges in e, atoms 1 to 4: -0.762, 0.271, -0.828, 2.214

***

Here is how they stack up, most stable first: (A), (B).